[1]
C34H27N7O2PRu | wB97M-V/def2-TZVPD

Each line ends with the Löwdin spin population.
Geometry (Å):
Ru: 0.2517 -0.1229 0.2892  0.802
N: -1.8486 -0.4895 0.7416  0.011
C: -2.6725 0.0853 1.7925  -0.001
C: -3.9205 -0.3921 2.1636  0.000
C: -4.5777 0.1981 3.2342  0.000
C: -3.9758 1.2246 3.9607  0.000
C: -2.7284 1.6957 3.5888  -0.001
C: -2.1126 1.1399 2.4726  -0.004
P: -0.5037 1.6267 1.8514  0.014
C: -0.4755 3.4068 1.5528  0.010
C: 0.7332 3.9372 1.0847  0.002
C: 0.8465 5.2886 0.8191  0.000
C: -0.2546 6.1186 0.9941  0.000
C: -1.4533 5.5964 1.4602  0.001
C: -1.5770 4.2427 1.7297  0.001
C: 0.5354 1.3428 3.3174  0.000
C: 1.0357 2.3899 4.0899  0.000
C: 1.7532 2.1031 5.2420  0.000
C: 1.9853 0.7855 5.6123  0.000
C: 1.5007 -0.2591 4.8334  0.000
C: 0.7686 0.0159 3.6920  0.001
H: -2.2668 -0.3547 -0.1762  0.003
H: -1.7528 -1.4914 0.8826  0.000
H: -4.3686 -1.2210 1.6293  0.000
H: -5.5588 -0.1582 3.5166  0.000
H: -4.4771 1.6448 4.8216  0.000
H: -2.2269 2.4682 4.1583  0.000
H: 1.5797 3.2765 0.9356  0.000
H: 1.7872 5.6980 0.4765  0.000
H: -0.1795 7.1717 0.7597  0.000
H: -2.3044 6.2451 1.6168  0.000
H: -2.5196 3.8554 2.0891  0.000
H: 0.8534 3.4170 3.7996  0.000
H: 2.1278 2.9124 5.8544  0.000
H: 2.5359 0.5690 6.5178  0.000
H: 1.6942 -1.2852 5.1153  0.000
H: 0.3641 -0.7963 3.1006  0.000
O: 0.6323 -4.2152 1.2361  -0.006
C: 0.4106 -3.1327 0.7623  0.002
O: 0.8751 -1.9885 1.1415  0.013
C: -0.5350 -3.0345 -0.4458  0.006
C: -1.0665 -4.1851 -1.0424  0.003
C: -1.8843 -4.0313 -2.1282  -0.002
C: -2.1808 -2.7376 -2.6184  0.002
C: -3.0163 -2.5034 -3.7349  0.000
C: -3.2721 -1.2289 -4.1561  0.001
C: -2.6986 -0.1262 -3.4905  0.000
C: -1.8811 -0.3144 -2.4099  0.004
C: -1.6093 -1.6232 -1.9504  0.003
N: -0.7927 -1.8232 -0.8755  0.056
H: -0.8116 -5.1494 -0.6267  0.000
H: -2.3124 -4.8950 -2.6223  0.000
H: -3.4489 -3.3524 -4.2487  0.000
H: -3.9176 -1.0567 -5.0062  0.000
H: -2.9108 0.8724 -3.8488  0.000
H: -1.4157 0.5169 -1.8904  0.003
N: 2.5875 -1.0062 -3.4481  0.003
C: 1.3628 -0.9575 -2.9213  0.008
N: 1.4083 -0.2500 -1.8070  0.036
C: 2.7195 0.1036 -1.7053  0.002
N: 3.4609 -0.3400 -2.6873  0.001
C: 3.2377 0.8396 -0.5718  0.002
C: 4.4207 1.5777 -0.6659  0.001
N: 4.9495 2.1452 0.4008  0.000
C: 4.3351 1.9836 1.5616  0.001
C: 3.1268 1.3001 1.6521  0.002
N: 2.5679 0.7458 0.5805  0.020
H: 2.9095 -1.4848 -4.2761  0.000
H: 0.4908 -1.4026 -3.3695  0.000
H: 4.9209 1.6927 -1.6190  0.000
H: 4.7890 2.4165 2.4437  0.000
H: 2.6265 1.1910 2.6022  0.000

Forces on atoms 1 to 6 (eV/Å):
Ru -0.81 -1.24 -0.43
N -0.26 -0.12 0.49
C 0.00 0.47 0.44
C 0.03 -0.30 -0.30
C 0.13 0.05 -0.03
C 0.02 -0.06 -0.05

## Properties
Relative energy (zero: lowest compared OMol25 entry of this formula, charge and spin) = 50.67 kcal per mole
Total charge = +2
Kohn-Sham gap (alpha / beta) = 0.25110 / 0.25799 Eh
Spin multiplicity = 2
Expectation value of S² = 0.95

[2]
C34H28AsF15GeN3NaO2S4 | wB97M-V/def2-TZVPD

Each line ends with the natural charge from an NBO analysis.
Geometry (Å):
Na: 1.0533 -0.0266 -0.7264  0.864
C: 1.8979 -4.0919 -4.0093  -0.816
S: 0.3197 -3.3544 -3.4027  1.316
O: -0.7117 -4.3267 -3.7930  -0.998
C: 0.2492 -2.0319 -4.6645  -0.265
C: 0.2809 -2.3197 -6.0186  -0.148
C: 0.1679 -1.3003 -6.9479  -0.225
C: 0.0122 0.0064 -6.5170  -0.208
C: -0.0409 0.2913 -5.1620  -0.217
C: 0.0794 -0.7290 -4.2310  -0.211
H: 1.7679 -4.4937 -5.0063  0.220
H: 2.1339 -4.8888 -3.3123  0.232
H: 2.6609 -3.3212 -3.9632  0.232
H: 0.3771 -3.3408 -6.3517  0.218
H: 0.2035 -1.5162 -8.0061  0.218
H: -0.0748 0.8044 -7.2385  0.216
H: -0.1749 1.3114 -4.8305  0.216
H: 0.0091 -0.5201 -3.1680  0.217
C: 2.8665 3.4543 0.5346  -0.719
C: 2.9160 1.9753 0.2784  0.719
N: 3.4878 1.2387 1.2321  -0.783
O: 2.5172 1.4677 -0.7725  -0.749
H: 2.3467 3.9573 -0.2743  0.242
H: 2.3439 3.6384 1.4674  0.250
H: 3.8739 3.8540 0.6291  0.236
H: 3.6352 1.6271 2.1476  0.412
H: 3.3924 0.2318 1.1772  0.421
C: 5.4367 0.5367 -1.8926  -0.961
As: 3.9247 -0.2396 -2.8411  1.440
C: 4.8544 -1.1156 -4.3299  -0.968
C: 3.0577 1.2006 -3.8188  -0.963
S: 2.9374 -1.6742 -1.7235  -0.720
H: 5.9385 1.2576 -2.5356  0.232
H: 6.1254 -0.2750 -1.6402  0.247
H: 5.1160 1.0189 -0.9726  0.248
H: 5.5476 -0.4104 -4.7886  0.230
H: 4.1359 -1.4490 -5.0820  0.243
H: 5.4091 -1.9866 -3.9734  0.247
H: 3.8624 1.7749 -4.2732  0.237
H: 2.4638 1.8351 -3.1692  0.262
H: 2.4296 0.7726 -4.6006  0.255
F: -1.4102 0.1931 5.9191  -0.307
C: -2.2438 -0.5261 5.1502  0.347
C: -2.2524 -0.2864 3.7936  -0.495
C: -3.0890 -1.0555 3.0115  0.335
F: -3.0845 -0.8298 1.6884  -0.305
C: -3.9169 -2.0304 3.5450  0.300
F: -4.7037 -2.7745 2.7600  -0.297
C: -3.8967 -2.2462 4.9194  0.276
F: -4.6616 -3.1999 5.4561  -0.286
C: -3.0630 -1.4853 5.7318  0.259
F: -3.0442 -1.6997 7.0505  -0.288
Ge: -0.9982 0.9569 2.8647  1.370
S: 0.6274 -0.1550 2.1508  -0.920
C: -0.5933 2.4091 4.2103  -0.535
C: -1.6269 2.9248 4.9693  0.403
F: -2.8668 2.4701 4.7386  -0.313
C: -1.4298 3.8921 5.9436  0.247
F: -2.4560 4.3753 6.6486  -0.286
C: -0.1427 4.3710 6.1723  0.293
F: 0.0667 5.3070 7.0994  -0.282
C: 0.9139 3.8802 5.4165  0.240
F: 2.1530 4.3490 5.6150  -0.293
C: 0.6689 2.9142 4.4488  0.398
F: 1.7042 2.4807 3.7093  -0.325
C: -2.1965 2.1051 1.7096  -0.532
C: -1.5482 2.9790 0.8618  0.383
F: -0.2001 2.8957 0.7968  -0.326
C: -2.2014 3.9533 0.1247  0.242
F: -1.5196 4.7953 -0.6641  -0.293
C: -3.5839 4.0577 0.2396  0.292
F: -4.2458 4.9940 -0.4429  -0.283
C: -4.2705 3.1848 1.0769  0.249
F: -5.5971 3.2831 1.1950  -0.286
C: -3.5699 2.2250 1.8015  0.414
F: -4.2654 1.4287 2.6153  -0.307
C: -2.8979 -4.2786 -1.2211  -0.421
N: -2.2688 -3.9057 0.0137  -0.351
C: -2.3259 -4.5752 1.2085  -0.068
C: -1.5097 -3.9381 2.0804  -0.089
N: -0.9563 -2.8738 1.4132  -0.551
C: -1.4462 -2.8382 0.1523  0.266
S: -1.1824 -1.6911 -1.0194  -0.401
H: -3.2100 -5.3191 -1.1711  0.208
H: -2.1907 -4.1413 -2.0434  0.267
H: -3.7639 -3.6444 -1.4076  0.213
H: -2.9403 -5.4408 1.3507  0.227
H: -1.2721 -4.1641 3.0995  0.231
H: -0.3209 -2.1688 1.7881  0.465

Forces on atoms 1 to 6 (eV/Å):
Na -0.85 -0.63 0.42
C -0.47 0.42 0.38
S 1.51 0.36 -0.87
O -0.92 -0.77 -0.11
C 0.08 -0.18 0.52
C -0.01 -0.14 -0.10

## Properties
Relative energy (zero: lowest compared OMol25 entry of this formula, charge and spin) = 3.70 kcal per mole
Kohn-Sham gap = 0.26482 Eh

[3]
C34H28Cl3GeN3O5S2Ti | wB97M-V/def2-TZVPD

Each line ends with the Löwdin spin population.
Geometry (Å):
Ti: -0.7369 -0.5712 1.2435  0.953
O: 3.4238 -0.8996 0.9598  0.002
C: 2.2259 -1.0377 1.1345  0.001
O: 1.2873 -0.2593 0.6934  -0.007
C: 1.6822 -2.1605 2.0593  0.011
C: 2.4424 -3.1597 2.6828  -0.002
C: 1.8229 -4.0024 3.5564  0.011
C: 0.3859 -3.9326 3.7546  -0.004
C: -0.3271 -2.9382 3.0706  0.008
N: 0.3664 -2.0888 2.2788  -0.005
C: -1.8177 -2.5513 3.0690  0.000
O: -2.6730 -3.0644 3.7599  0.002
O: -2.0940 -1.5091 2.3304  -0.010
H: 3.5125 -3.1516 2.5635  0.000
H: 2.3865 -4.7311 4.1437  0.001
H: -0.2134 -4.6015 4.3661  0.000
S: -0.6616 1.6467 -0.4550  -0.002
C: -2.3467 1.7509 0.0936  0.004
C: -3.1456 2.8280 -0.1898  -0.001
C: -4.4601 2.6454 0.2296  0.005
C: -4.8976 1.4696 0.8532  -0.001
C: -3.9782 0.5209 1.2244  0.003
N: -2.7007 0.6940 0.8095  0.000
H: -2.8247 3.7096 -0.7126  0.000
H: -5.2599 3.2911 -0.0647  0.000
H: -5.9059 1.2969 1.1779  0.000
H: -4.2934 -0.2738 1.8072  0.000
Ge: 0.5780 3.0577 0.9487  0.001
C: 2.1099 3.2948 -0.1471  0.000
C: 2.2664 4.4165 -0.9399  0.000
C: 3.4523 4.6150 -1.6324  0.000
C: 4.5179 3.7136 -1.4714  0.000
C: 4.3861 2.6260 -0.6249  0.000
C: 3.2065 2.4688 0.1168  0.000
C: 0.7484 2.1040 2.6095  0.001
C: 1.9493 1.8534 3.2843  0.000
C: 2.0095 1.0734 4.4338  0.001
C: 0.8608 0.4299 4.8651  0.001
C: -0.3560 0.6782 4.2125  0.000
C: -0.4210 1.4689 3.0800  0.005
H: -0.4580 4.2040 1.1532  0.000
H: 1.4670 5.1824 -1.0345  0.000
H: 3.5170 5.4325 -2.3065  0.000
H: 5.4134 3.8509 -2.0349  0.000
H: 5.2670 2.0146 -0.4721  0.000
H: 3.1792 1.6293 0.7782  0.000
H: 2.8796 2.3103 2.9272  0.000
H: 2.9599 0.9763 4.9552  0.000
H: 0.7731 -0.1905 5.7173  0.000
H: -1.2077 0.0134 4.5279  0.000
H: -1.4222 1.6743 2.6867  0.002
Cl: -6.0554 -5.3438 -2.3769  0.000
C: -4.7791 -5.0863 -1.1611  0.000
Cl: -4.8982 -6.1657 0.1752  0.000
Cl: -4.9891 -3.4464 -0.6520  0.000
C: -3.5236 -5.2215 -1.8124  0.000
N: -2.4708 -5.3196 -2.2468  0.000
C: 1.5610 1.8225 -5.7551  0.000
C: 0.7466 0.9989 -4.7426  0.000
C: 1.4204 0.6912 -3.5552  0.000
C: 0.7664 -0.1166 -2.6503  0.000
C: -0.4883 -0.6791 -3.0304  0.001
C: -1.1885 -0.2905 -4.1744  0.000
C: -0.5060 0.5454 -5.0511  0.000
S: -1.1003 -2.0089 -2.0118  0.004
C: 0.2429 -3.1868 -2.2878  0.000
O: -0.9020 -1.8864 -0.4645  0.016
H: 0.9666 2.4190 -6.4634  0.000
H: 2.1989 1.1258 -6.3190  0.000
H: 2.2601 2.5548 -5.2464  0.000
H: 2.4580 1.0369 -3.4346  0.000
H: 1.1324 -0.3047 -1.5962  0.000
H: -2.1598 -0.7021 -4.3689  0.000
H: -1.0266 0.8520 -5.8878  0.000
H: 1.1265 -2.6198 -2.0446  0.000
H: 0.2545 -3.4433 -3.3270  0.000
H: 0.0776 -4.0432 -1.5873  0.000

Forces on atoms 1 to 6 (eV/Å):
Ti 0.02 -0.16 -1.51
O -0.72 -0.27 -0.01
C 0.46 -0.24 0.86
O -0.95 -0.32 0.38
C -0.45 -0.19 0.05
C 0.13 1.23 -0.26

## Properties
Relative energy (zero: lowest compared OMol25 entry of this formula, charge and spin) = 6.67 kcal per mole
Total charge = +1
Kohn-Sham gap (alpha / beta) = 0.32095 / 0.32514 Eh
Spin multiplicity = 2
Expectation value of S² = 0.75

[4]
C34H28Cl5FeN4O2PS | wB97M-V/def2-TZVPD

Each line ends with the Mulliken charge.
Geometry (Å):
Fe: 0.3451 1.3417 -0.4996  0.043
C: 2.8538 1.9764 4.5342  -1.066
C: 2.5376 0.5497 4.1047  -0.390
N: 2.9411 0.2589 2.7424  -0.157
C: 2.2452 0.6174 1.6386  0.263
S: 0.6482 1.2276 1.7952  -0.345
N: 2.9010 0.4102 0.4983  -1.647
N: 2.1704 0.7431 -0.5883  1.631
C: 2.6783 0.5874 -1.7635  1.193
C: 4.0608 0.0915 -2.0290  -2.067
C: 1.7726 0.9464 -2.8634  0.465
C: 2.1476 0.9017 -4.2026  -0.985
C: 1.2283 1.2646 -5.1722  -0.531
C: -0.0393 1.6665 -4.7858  -0.941
C: -0.3386 1.6862 -3.4345  -0.283
N: 0.5341 1.3305 -2.4995  0.552
H: 2.5251 2.1476 5.5606  0.396
H: 2.3416 2.6857 3.8845  0.251
H: 3.9266 2.1702 4.4825  0.321
H: 1.4667 0.3609 4.1819  0.067
H: 3.0443 -0.1676 4.7533  0.453
H: 3.9053 0.0249 2.5646  0.282
H: 4.5125 -0.2433 -1.1005  0.410
H: 4.6845 0.8846 -2.4491  0.392
H: 4.0459 -0.7361 -2.7417  0.400
H: 3.1477 0.5949 -4.4723  0.502
H: 1.5025 1.2415 -6.2188  0.426
H: -0.7844 1.9687 -5.5078  0.456
H: -1.3134 2.0004 -3.0816  0.544
Cl: -3.2650 7.3177 0.5398  -0.211
C: -2.0700 6.1160 0.2200  0.476
C: -2.4284 4.7832 0.0824  -0.258
Cl: -4.0803 4.3027 0.2178  -0.212
C: -1.4541 3.8301 -0.1676  1.115
Cl: -1.8954 2.1504 -0.3766  -0.142
C: -0.0802 4.1240 -0.2962  -0.876
O: 0.8164 3.2454 -0.5281  -0.477
C: 0.2450 5.5027 -0.1581  0.346
Cl: 1.9074 5.9202 -0.3175  -0.201
C: -0.7179 6.4617 0.0920  -0.002
Cl: -0.2558 8.1141 0.2542  -0.195
O: -0.1742 -0.6166 -0.6637  0.426
P: -0.9081 -1.7659 -0.0445  1.165
C: 0.1864 -3.1926 -0.0363  0.023
C: -0.2765 -4.5042 -0.0835  -0.658
C: 0.6246 -5.5569 -0.0382  -0.677
C: 1.9860 -5.3002 0.0577  -0.555
C: 2.4500 -3.9929 0.1033  -0.809
C: 1.5542 -2.9350 0.0533  -0.077
C: -2.3803 -2.1519 -1.0035  0.399
C: -3.4401 -2.8915 -0.4821  -0.377
C: -4.5451 -3.1686 -1.2718  -0.753
C: -4.5988 -2.6996 -2.5779  -0.465
C: -3.5490 -1.9560 -3.0978  -0.759
C: -2.4384 -1.6820 -2.3134  -0.591
C: -1.4619 -1.5121 1.6431  0.328
C: -0.7716 -2.0735 2.7136  -0.470
C: -1.1213 -1.7398 4.0132  -0.815
C: -2.1507 -0.8396 4.2451  -0.495
C: -2.8436 -0.2787 3.1804  -0.876
C: -2.5036 -0.6169 1.8823  -0.142
H: -1.3373 -4.7074 -0.1677  0.376
H: 0.2660 -6.5769 -0.0821  0.423
H: 2.6876 -6.1238 0.0923  0.384
H: 3.5114 -3.7939 0.1753  0.481
H: 1.9078 -1.9098 0.0826  0.297
H: -3.4091 -3.2363 0.5447  0.479
H: -5.3691 -3.7406 -0.8660  0.409
H: -5.4666 -2.9095 -3.1897  0.395
H: -3.5968 -1.5853 -4.1133  0.440
H: -1.6136 -1.0967 -2.7023  0.382
H: 0.0467 -2.7592 2.5346  0.347
H: -0.5825 -2.1755 4.8445  0.451
H: -2.4136 -0.5700 5.2599  0.390
H: -3.6422 0.4284 3.3618  0.439
H: -3.0393 -0.1694 1.0531  0.489

Forces on atoms 1 to 6 (eV/Å):
Fe 0.04 -0.11 0.07
C 0.00 0.00 0.00
C 0.00 0.00 0.00
N 0.00 0.02 -0.02
C -0.01 -0.06 0.04
S -0.05 0.01 0.00

## Properties
Kohn-Sham gap = 0.26554 Eh

Short version: electronic energy = -2281.34010 -9192.94650 -6956.14455 -5986.27483 Eh, in the order given.